Record 1
One molecule with the formula C19H28N2O4S, computed with ωB97M-V with the def2-TZVPD basis set.

The value obtained for the total energy is -42163.3081 eV. As for the SMILES: CCOc1ccc(S(=O)(=O)N2CCC(C(=O)N3CCCC3)CC2)cc1C. The value obtained for the orbital gap is 9.411 eV. The calculation puts the highest occupied orbital energy at -8.75 eV. As for the total charge: 0. The value obtained for the LUMO energy is 0.66 eV.

Geometry (Å):
C (-4.5568, -4.9243, -2.4572)
C (-3.0676, -5.0806, -2.1653)
O (-2.2660, -4.2200, -2.9520)
C (-2.1869, -2.8978, -2.6581)
C (-2.7467, -2.2900, -1.5367)
C (-2.5851, -0.9307, -1.3282)
C (-1.8683, -0.1838, -2.2374)
C (-1.3040, -0.7731, -3.3543)
C (-1.4521, -2.1284, -3.5821)
C (-0.8561, -2.7982, -4.7795)
H (-1.6369, -3.2842, -5.3618)
H (-0.1579, -3.5727, -4.4662)
H (-0.3376, -2.0776, -5.4047)
H (-0.7531, -0.1492, -4.0410)
S (-1.6763, 1.5625, -1.9371)
O (-2.9604, 2.1560, -1.7037)
O (-0.8446, 2.1346, -2.9632)
N (-0.8664, 1.5222, -0.4631)
C (0.5154, 1.1287, -0.6094)
C (1.1013, 0.8054, 0.7619)
H (2.1461, 0.5086, 0.6518)
H (0.5488, -0.0277, 1.1989)
C (0.9723, 2.0182, 1.6923)
C (1.4679, 1.6199, 3.0797)
O (0.7441, 1.0761, 3.8943)
N (2.7638, 1.8652, 3.3535)
C (3.7510, 2.5223, 2.5177)
C (5.0622, 2.3442, 3.2844)
H (5.7734, 3.1397, 3.0724)
C (4.6034, 2.3230, 4.7405)
C (3.3092, 1.5236, 4.6599)
H (2.5836, 1.7728, 5.4360)
H (3.5009, 0.4456, 4.7078)
H (5.3319, 1.8667, 5.4064)
H (4.3998, 3.3376, 5.0844)
H (5.5186, 1.3883, 3.0253)
H (3.7962, 2.0732, 1.5230)
H (3.5121, 3.5883, 2.4110)
H (1.5621, 2.8489, 1.2960)
C (-0.4995, 2.4320, 1.7581)
C (-1.0275, 2.7063, 0.3552)
H (-0.4894, 3.5592, -0.0887)
H (-2.0927, 2.9382, 0.3670)
H (-1.0679, 1.6253, 2.2206)
H (-0.6113, 3.3261, 2.3732)
H (1.0959, 1.9276, -1.0963)
H (0.5376, 0.2488, -1.2566)
H (-3.0142, -0.4416, -0.4694)
H (-3.3080, -2.8631, -0.8165)
H (-2.7381, -6.0844, -2.4482)
H (-2.8591, -4.9387, -1.0982)
H (-4.7471, -5.1114, -3.5109)
H (-4.8973, -3.9193, -2.2208)
H (-5.1225, -5.6380, -1.8647)

These are the Löwdin partial charges, in e, on atoms 1 to 2: C -0.06; C -0.24

Record 2
C19H28N2V as an isolated structure in a non-equilibrium geometry, computed with ωB97M-V with the def2-TZVPD basis set.

The value obtained for the total energy is -48822.1441 eV. The multiplicity is 3. The value obtained for the orbital gap (alpha / beta) is 4.967 / 6.676 eV. As for the expectation value of S²: 2.076. The calculation puts the highest occupied orbital energy (alpha / beta) at -1.85 / -3.57 eV. As for the total charge: -1. The value obtained for the LUMO energy (alpha / beta) is 3.12 / 3.11 eV.

Geometry (Å):
C (-0.4395, 0.1173, -3.7939)
C (0.9208, 0.4808, -3.5349)
C (0.9634, 1.2986, -2.3848)
C (-0.3735, 1.4702, -1.9261)
C (-1.2506, 0.8077, -2.8299)
V (-0.5376, -0.9088, -1.7483)
N (-2.2224, -1.0611, -1.3568)
C (0.3279, -2.5234, -2.7319)
C (1.6497, -2.1126, -2.7477)
H (1.8445, 1.8125, -2.0000)
H (1.7723, 0.2968, -4.1852)
H (-0.7053, 2.2007, -1.1811)
H (-2.3427, 0.8446, -2.7909)
H (-0.8155, -0.4719, -4.6287)
H (2.0759, -1.6919, -3.6436)
H (-0.0870, -3.2514, -2.0097)
H (-2.9169, -1.7278, -1.7459)
H (2.3514, -2.5427, -2.0554)
H (-0.3936, -2.2761, -3.5393)
C (-2.6223, 1.7678, 3.3097)
C (-1.4575, 1.7399, 2.3625)
C (-0.5506, 2.8037, 2.3506)
C (0.5967, 2.7926, 1.5500)
C (1.4822, 4.0057, 1.5328)
C (0.8842, 1.6485, 0.8131)
C (-0.0345, 0.5695, 0.7649)
C (-1.2400, 0.6725, 1.4957)
N (0.2656, -0.6150, 0.0536)
C (0.4859, -1.7988, 0.9315)
C (0.9576, -1.3945, 2.3318)
C (-0.8277, -2.5726, 1.0613)
C (1.5525, -2.7166, 0.3447)
H (-2.2781, 1.8675, 4.3491)
H (-3.2714, 2.6275, 3.0994)
H (-3.2177, 0.8521, 3.2306)
H (-0.7468, 3.6724, 2.9838)
H (0.8918, 4.9034, 1.3010)
H (1.9451, 4.1725, 2.5156)
H (2.2749, 3.9072, 0.7846)
H (1.8274, 1.5722, 0.2636)
H (-1.9822, -0.1313, 1.4140)
H (0.1832, -0.8421, 2.8739)
H (1.1840, -2.3046, 2.9009)
H (1.8589, -0.7754, 2.2731)
H (-1.3262, -2.7322, 0.0963)
H (-0.6310, -3.5512, 1.5180)
H (-1.5306, -2.0255, 1.6979)
H (1.1585, -3.3892, -0.4204)
H (2.3720, -2.1397, -0.0899)
H (1.9748, -3.3480, 1.1405)

These are the Löwdin partial charges, in e, on atoms 1 to 2: C -0.22; C -0.19

Record 3
One molecule with the formula C19H28N4O5S in a non-equilibrium geometry, computed with ωB97M-V with the def2-TZVPD basis set.

The value obtained for the total energy is -47190.9724 eV. As for the SMILES: CC(=O)N1CCN(CC(=O)Nc2cc(S(=O)(=O)N3CCOCC3)ccc2C)CC1. The value obtained for the orbital gap is 9.229 eV. The calculation puts the highest occupied orbital energy at -8.88 eV. As for the total charge: 0. The value obtained for the LUMO energy is 0.35 eV.

Geometry (Å):
C (5.8694, 4.7396, 1.9274)
C (5.6028, 3.3872, 1.3013)
O (6.4783, 2.7487, 0.7528)
N (4.3373, 2.9043, 1.4051)
C (3.1793, 3.5879, 1.9231)
H (3.4529, 4.5401, 2.3710)
C (2.1628, 3.8149, 0.7986)
N (1.7895, 2.5311, 0.2293)
C (0.7133, 2.6189, -0.7411)
C (-0.0136, 1.2799, -0.9034)
O (-0.6477, 1.0050, -1.8943)
N (0.1225, 0.5119, 0.2090)
C (-0.3685, -0.7633, 0.4747)
C (-1.0710, -1.4909, -0.4812)
C (-1.5382, -2.7498, -0.1678)
C (-1.3288, -3.3115, 1.0740)
C (-0.6260, -2.5866, 2.0234)
C (-0.1384, -1.3186, 1.7465)
C (0.6243, -0.5579, 2.7926)
H (1.6452, -0.3627, 2.4628)
H (0.6737, -1.1343, 3.7123)
H (0.1422, 0.3943, 3.0139)
H (-0.4520, -3.0159, 2.9990)
H (-1.7119, -4.2982, 1.2770)
S (-2.4225, -3.6537, -1.4328)
O (-1.5862, -3.8028, -2.5862)
O (-2.9690, -4.8448, -0.8368)
N (-3.6132, -2.5302, -1.8014)
C (-4.7488, -2.5590, -0.9029)
H (-4.3766, -2.7811, 0.0977)
C (-5.7673, -3.6172, -1.3408)
H (-6.6837, -3.5433, -0.7526)
O (-6.1483, -3.4274, -2.6867)
C (-5.0310, -3.4998, -3.5471)
H (-5.4168, -3.3586, -4.5580)
C (-3.9988, -2.4266, -3.1950)
H (-3.0947, -2.5504, -3.7894)
H (-4.4174, -1.4279, -3.3543)
H (-4.5566, -4.4895, -3.4650)
H (-5.3190, -4.6118, -1.2103)
H (-5.2089, -1.5653, -0.9114)
H (-1.2515, -1.0831, -1.4608)
H (0.7089, 0.9399, 0.9190)
H (1.0483, 2.9535, -1.7340)
H (-0.0311, 3.3380, -0.3851)
C (2.9675, 1.8778, -0.3299)
C (3.9950, 1.6466, 0.7757)
H (4.9101, 1.2169, 0.3666)
H (3.5821, 0.9711, 1.5338)
H (2.6700, 0.9218, -0.7646)
H (3.4228, 2.4928, -1.1236)
H (1.2697, 4.2923, 1.2084)
H (2.6031, 4.4851, 0.0409)
H (2.7178, 2.9568, 2.6933)
H (5.2913, 5.5176, 1.4336)
H (6.9266, 4.9586, 1.8055)
H (5.6307, 4.7296, 2.9884)

These are the Löwdin partial charges, in e, on atoms 1 to 2: C 0.00; C -0.50

Record 4
One molecule with the formula C19H28N4OS in a non-equilibrium geometry, computed with ωB97M-V with the def2-TZVPD basis set.

The value obtained for the total energy is -38999.5122 eV. As for the SMILES: CC(C)=CCN1CCN(Cc2cccn2-c2nccs2)C[C@@H]1CCO. The value obtained for the orbital gap is 8.774 eV. The calculation puts the highest occupied orbital energy at -8.19 eV. As for the total charge: 0. The value obtained for the LUMO energy is 0.58 eV.

Geometry (Å):
C (2.2203, -0.9261, 3.8046)
C (0.9872, -0.0937, 3.9923)
C (-0.2338, -0.4302, 3.5892)
C (-0.6471, -1.6781, 2.8531)
N (-0.6758, -1.6147, 1.4009)
C (0.6034, -1.5559, 0.7310)
C (0.4074, -1.9402, -0.7339)
N (-0.5897, -1.0931, -1.3651)
C (-1.8438, -1.1898, -0.6427)
H (-2.2183, -2.2275, -0.6188)
C (-1.6322, -0.7077, 0.7987)
C (-1.2190, 0.7791, 0.8028)
H (-0.5744, 0.9640, -0.0598)
H (-0.6472, 0.9962, 1.7062)
C (-2.4162, 1.7240, 0.7526)
O (-2.0321, 3.0764, 0.8566)
H (-1.3456, 3.2469, 0.2000)
H (-3.0825, 1.5462, 1.6008)
H (-2.9884, 1.5631, -0.1738)
H (-2.5750, -0.8186, 1.3470)
H (-2.5866, -0.5623, -1.1401)
C (-0.7290, -1.4155, -2.7799)
C (0.4852, -0.9785, -3.5257)
C (1.4124, -1.7368, -4.1831)
C (2.4423, -0.8761, -4.6332)
C (2.1235, 0.3792, -4.2218)
N (0.9229, 0.3296, -3.5505)
C (0.3334, 1.4539, -3.0413)
N (1.0013, 2.5191, -2.7540)
C (0.2005, 3.5302, -2.3504)
C (-1.1270, 3.2507, -2.3300)
S (-1.4072, 1.6286, -2.8425)
H (-1.9470, 3.8832, -2.0563)
H (0.6514, 4.4656, -2.0737)
H (2.6262, 1.3161, -4.3472)
H (3.3114, -1.1636, -5.1902)
H (1.3625, -2.7976, -4.3306)
H (-0.8639, -2.4989, -2.9445)
H (-1.6222, -0.9107, -3.1620)
H (0.0989, -3.0003, -0.7819)
H (1.3509, -1.8292, -1.2736)
H (1.0763, -0.5639, 0.7938)
H (1.2744, -2.2825, 1.1942)
H (-1.6613, -1.9461, 3.1686)
H (0.0117, -2.5118, 3.1118)
H (-1.0457, 0.2555, 3.7987)
C (1.2374, 1.2092, 4.6961)
H (1.5796, 1.0271, 5.7149)
H (2.0173, 1.7700, 4.1817)
H (0.3381, 1.8184, 4.7367)
H (1.9855, -1.9585, 3.5649)
H (2.8281, -0.5181, 2.9967)
H (2.8215, -0.9064, 4.7125)

These are the Löwdin partial charges, in e, on atoms 1 to 2: C -0.06; C -0.35